57
Properties=species:S:1:pos:R:3:forces:R:3:nbo_charge:R:1 method="wB97M-V/def2-TZVPD" total_energy_ev=-132552.635 multiplicity=6 lumo_ev="-0.63 / -0.69" total_charge=0 s2=8.756 gap_ha="0.267 / 0.300" e_homo_ev="-7.883 / -8.867"
Mn -0.369787 -1.962301 -2.854057 -1.0718 -0.2154 -0.9235 1.538
C 4.299176 -1.899646 3.398432 1.0450 2.3867 -1.0913 -0.618
C 3.378014 -0.741474 2.875183 1.0996 -0.1161 0.9345 -0.031
C 2.724781 -0.030028 4.073387 -0.1559 -0.0943 0.1503 -0.400
C 1.747810 -1.009738 4.739964 0.6179 0.7409 0.7790 -0.436
C 0.719885 -1.470954 3.809878 0.0374 -0.0184 -1.4199 -0.043
C -0.524997 -1.809863 4.213603 -1.9270 -0.1635 0.4164 -0.212
C -1.582214 -1.937167 3.256753 1.0767 0.7563 0.3483 0.387
F -2.850502 -1.906626 3.689591 0.0564 -0.5560 0.1855 -0.312
C -1.321974 -1.860612 1.930997 -0.1264 -0.0952 -0.7493 -0.234
C 0.029860 -1.667722 1.485132 -1.4217 -1.1812 -0.1880 -0.173
C 0.320066 -1.801979 0.081354 0.0854 0.8538 -3.3363 0.508
O -0.590319 -1.904746 -0.842211 0.8554 -0.0332 2.8863 -0.776
C 1.708792 -1.695321 -0.330545 0.2539 0.2224 1.3432 -0.286
C 2.647375 -1.387487 0.653922 -1.5017 -0.7213 0.3953 0.144
N 2.343526 -1.231810 1.986103 -0.8071 -0.4145 -1.9071 -0.368
C 1.040497 -1.490682 2.410290 0.3235 0.8119 0.6863 0.255
C 2.301844 -1.949096 -1.720686 1.1966 -1.5049 -2.0543 0.762
O 3.527126 -2.136886 -1.783772 -1.2992 0.7313 0.7407 -0.648
O 1.565519 -2.104988 -2.810832 0.7716 0.6066 2.2236 -0.858
H 5.156898 -1.375811 3.866012 -0.3096 -0.4689 -0.0932 0.218
H 4.693913 -2.481934 2.581283 0.0801 -0.1850 -0.3753 0.226
H 3.877436 -2.553190 4.101339 -0.8635 -0.7578 0.9058 0.211
H 3.999343 -0.027387 2.273287 -0.5068 -0.6525 0.5908 0.225
H 2.120289 0.875850 3.755557 1.0496 -0.8030 0.3870 0.224
H 3.506454 0.179919 4.848917 -0.6268 0.3719 -0.9415 0.233
H 1.313847 -0.480974 5.591340 -0.1811 -0.2726 0.0048 0.231
H 2.259286 -1.875707 5.117760 0.5115 -0.2891 0.4523 0.220
H -0.788403 -1.915501 5.288149 0.2791 0.3673 -0.8323 0.234
H -2.156003 -1.949769 1.213010 0.7403 0.1223 0.2976 0.265
H 3.685606 -1.389773 0.379894 0.3274 0.3991 -0.0821 0.254
F -2.070986 -2.421968 -3.661540 0.5626 0.0404 0.1309 -0.838
C -0.960897 1.331781 -5.505584 -0.0508 0.8341 0.4159 -0.941
As -1.057361 0.543020 -3.680510 -1.8420 0.6867 0.3143 0.844
C -2.982001 0.483595 -3.177525 -0.2379 1.1121 -1.1406 -0.934
C -0.772257 2.171699 -2.629275 2.3489 0.5517 0.0124 -0.749
C -1.575737 2.760450 -1.529361 -0.5698 -1.9793 0.9816 -0.034
C -2.451180 3.782177 -1.832376 -0.2191 1.0117 0.3710 -0.212
C -3.202144 4.397362 -0.830177 -0.3603 0.9009 -0.4682 -0.196
C -3.197616 3.841692 0.441965 -0.1538 1.0937 0.1116 -0.227
C -2.338508 2.830235 0.788783 0.4363 -0.7216 -1.2497 -0.210
C -1.518131 2.240541 -0.206612 -0.5092 -0.1660 0.5499 -0.207
H -1.357497 2.399106 -5.374989 0.0903 -1.6647 -0.6063 0.225
H -1.546229 0.649990 -6.199391 0.9066 1.1905 0.6027 0.252
H 0.133658 1.473546 -5.757615 -1.2876 -0.5992 0.0123 0.239
H -3.645055 1.376889 -3.462546 1.2836 -1.1295 0.5564 0.223
H -3.026662 0.236858 -2.124638 0.0484 0.3064 0.2958 0.234
H -3.319323 -0.378924 -3.682267 -0.7655 -1.0228 -0.5894 0.250
H -0.561963 3.009477 -3.305520 0.1426 -0.3727 -0.1960 0.226
H 0.193178 1.854544 -2.221109 0.2075 0.6790 0.2432 0.228
H -2.501652 4.148670 -2.856373 0.0817 0.0386 0.1898 0.209
H -3.714265 5.383657 -1.036339 0.2322 -1.5292 0.1890 0.219
H -3.816921 4.230105 1.240426 -0.0678 0.3283 -0.1566 0.210
H -2.410026 2.567107 1.828997 0.4968 -0.7417 0.1193 0.214
H -0.948803 1.302439 0.053464 -0.3093 1.2873 -0.4872 0.215
O -0.267790 -2.495232 -6.802809 0.8317 -0.4767 2.0904 -0.505
C 0.133026 -2.725414 -5.756140 -0.9048 0.5144 -2.0262 0.526